Record 1
ORCA calculation (ωB97M-V/def2-TZVPD) on a molecular structure, C41H40BaN13O5S2.

Values from the calculation:
total charge: -1
molar mass: 996.319 g/mol
largest force on an atom: 0.050 hartree/bohr
HOMO: -5.091 eV
energy above the lowest of the compared OMol25 structures with the same formula, charge and spin: 179.7 kJ/mol
LUMO energy: 2.14 eV
orbital gap: 7.2 eV

Positions of all 102 atoms, in Å:
1 Ba 0.09127 -1.15248 0.53604
2 O 4.04206 -0.11461 -4.26880
3 C 2.94650 -0.31436 -3.75228
4 N 2.59303 -1.46068 -3.14679
5 C 1.99025 -1.79355 -2.04408
6 O 1.94820 -1.18402 -0.94499
7 C 1.33645 -3.18204 -2.08110
8 C 1.27742 -3.89038 -3.27637
9 C 0.62367 -5.10762 -3.29233
10 C 0.05890 -5.58739 -2.11911
11 C 0.17996 -4.81820 -0.97647
12 N 0.80365 -3.63954 -0.94773
13 C 1.88927 0.75752 -3.98474
14 C 1.91678 1.40829 -5.21806
15 C 0.97072 2.37996 -5.47902
16 C 0.05513 2.70123 -4.48676
17 C 0.12619 2.01658 -3.28588
18 N 1.00500 1.04202 -3.03561
19 H 1.74110 -3.46541 -4.15543
20 H 0.54804 -5.67711 -4.21138
21 H -0.46985 -6.53163 -2.08669
22 H -0.24983 -5.15441 -0.03730
23 H 2.67984 1.13541 -5.93316
24 H 0.94716 2.88313 -6.43834
25 H -0.71020 3.45167 -4.63853
26 H -0.57908 2.23473 -2.49231
27 C -3.64298 2.19263 0.31916
28 C -2.36302 1.46303 0.59257
29 N -1.79401 0.66582 -0.23892
30 N -2.36962 0.52160 -1.47381
31 C -1.84714 -0.50396 -2.15779
32 O -1.11824 -1.43316 -1.74270
33 C -2.19411 -0.49427 -3.62369
34 C -3.30099 0.17848 -4.13258
35 C -3.54081 0.19254 -5.49969
36 C -2.66471 -0.44696 -6.36959
37 C -1.55481 -1.11227 -5.86537
38 C -1.32774 -1.14492 -4.49586
39 C -1.67433 1.68141 1.89842
40 C -2.26636 2.45603 2.89123
41 C -1.58950 2.67367 4.08241
42 C -0.33732 2.11924 4.26367
43 C 0.17961 1.35740 3.22624
44 N -0.45889 1.12932 2.08209
45 H -3.93221 2.03062 -0.71484
46 H -3.53329 3.26582 0.49895
47 H -4.44380 1.82664 0.97030
48 H -3.95860 0.69376 -3.44435
49 H -4.40852 0.71257 -5.88931
50 H -2.84629 -0.42403 -7.43766
51 H -0.86032 -1.60251 -6.53757
52 H -0.46641 -1.65593 -4.08228
53 H -3.25039 2.87533 2.73411
54 H -2.04945 3.26581 4.86454
55 H 0.22236 2.24352 5.18019
56 H 1.14839 0.87931 3.33501
57 C 0.74027 3.99343 0.45909
58 N 1.32128 5.28854 0.85473
59 C 2.33532 5.02101 1.88240
60 N 3.39044 4.11315 1.41739
61 C 2.74961 2.85492 0.99980
62 N 1.75090 3.06419 -0.04676
63 C 2.41405 3.68396 -1.19582
64 N 3.04696 4.96811 -0.84379
65 C 2.00428 5.85185 -0.31565
66 C 4.01138 4.71382 0.23122
67 H -0.00921 4.16088 -0.31853
68 H 0.25042 3.55245 1.32766
69 H 1.84522 4.57871 2.75258
70 H 2.79320 5.96798 2.17931
71 H 2.26494 2.40786 1.86817
72 H 3.51369 2.16831 0.63048
73 H 1.68186 3.85579 -1.98484
74 H 3.17489 3.00040 -1.57613
75 H 1.26546 6.03033 -1.10005
76 H 2.45664 6.80698 -0.03728
77 H 4.48128 5.65825 0.51684
78 H 4.78216 4.03695 -0.14184
79 N 0.54181 -7.49933 6.15554
80 C 0.49350 -6.20569 5.62748
81 C 1.65783 -5.55594 5.22905
82 C 1.60627 -4.25847 4.74039
83 C 0.39135 -3.59893 4.65104
84 C -0.77748 -4.23749 5.05165
85 C -0.72632 -5.52891 5.53628
86 S 0.31788 -1.95323 4.02046
87 O 1.66680 -1.60208 3.61851
88 O -0.31318 -1.14789 5.04343
89 N -0.53984 -2.06295 2.68945
90 C -1.87839 -1.71128 2.59972
91 S -2.89381 -1.14268 3.92246
92 C -4.20459 -1.01612 2.80802
93 C -3.80771 -1.36980 1.56928
94 N -2.49234 -1.77079 1.44401
95 H 1.34586 -8.03989 5.88425
96 H -0.31275 -8.02390 6.06847
97 H 2.61023 -6.07076 5.29725
98 H 2.50647 -3.75264 4.41559
99 H -1.72962 -3.72368 4.98391
100 H -1.63817 -6.02573 5.85017
101 H -5.18097 -0.67536 3.11745
102 H -4.42596 -1.34799 0.68147

Force components x, y, z for each atom (eV/Å):
Ba 0.58 0.71 -1.53
O -0.05 -0.08 0.02
C 0.24 0.06 0.35
N -0.35 -0.04 -0.36
C 0.22 -0.08 0.18
O 1.22 -0.09 -0.97
C 0.13 0.25 -0.08
C -0.05 -0.13 0.04
C 0.00 -0.03 -0.08
C 0.00 -0.02 0.00
C 0.03 0.12 0.07
N 0.00 0.00 -0.09
C -0.06 -0.08 -0.06
C 0.00 0.04 0.01
C 0.00 0.03 -0.02
C 0.02 -0.04 -0.01
C -0.03 -0.16 0.10
N -0.07 0.04 -0.05
H -0.02 -0.01 0.03
H 0.00 0.00 0.01
H 0.02 0.03 -0.01
H 0.01 0.03 -0.02
H -0.01 0.00 0.01
H 0.00 0.00 0.00
H 0.02 0.00 0.00
H -0.02 -0.04 0.06
C -0.09 0.05 0.02
C 0.30 0.11 0.19
N -0.51 0.08 -0.35
N 0.24 0.02 0.14
C -0.17 0.05 -0.09
O -0.18 0.24 -0.10
C 0.03 0.00 0.07
C 0.01 0.02 -0.01
C 0.03 -0.01 0.02
C -0.02 0.01 0.01
C -0.01 0.01 0.07
C 0.01 -0.01 -0.09
C -0.05 -0.11 -0.35
C 0.00 0.08 0.11
C -0.12 0.03 -0.01
C 0.00 0.04 -0.10
C -0.03 -0.13 0.00
N -0.15 0.35 0.22
H 0.02 -0.02 0.00
H 0.00 -0.02 0.00
H 0.02 0.01 -0.02
H 0.01 -0.01 -0.02
H 0.01 -0.01 0.00
H 0.00 0.00 0.00
H -0.01 0.01 0.00
H -0.02 0.02 -0.01
H 0.04 0.00 0.03
H 0.01 0.00 -0.01
H -0.01 0.00 -0.02
H -0.04 -0.01 0.01
C 0.09 0.02 -0.02
N 0.06 -0.04 -0.02
C 0.02 -0.01 -0.07
N -0.05 0.05 -0.05
C -0.01 0.04 -0.02
N -0.06 0.08 0.01
C 0.04 -0.02 0.06
N -0.04 -0.05 0.06
C 0.00 -0.07 0.00
C -0.06 -0.04 -0.01
H 0.01 0.01 0.00
H -0.01 -0.01 0.02
H -0.01 -0.02 0.00
H 0.00 0.01 0.01
H 0.00 -0.01 0.01
H 0.00 0.00 -0.01
H -0.03 0.00 -0.02
H 0.00 0.00 -0.01
H -0.01 0.00 -0.01
H 0.01 0.01 0.02
H 0.00 0.02 0.01
H 0.01 0.00 -0.01
N -0.01 0.08 0.06
C -0.03 -0.06 -0.01
C 0.03 0.05 -0.02
C -0.02 -0.05 -0.01
C 0.14 -0.16 0.04
C 0.02 0.03 0.02
C -0.02 -0.03 0.01
S 0.04 -0.09 -0.15
O -0.20 -0.03 0.05
O -0.06 0.02 0.00
N -1.68 -0.48 1.90
C 0.64 -0.47 0.72
S 0.08 0.04 -0.10
C -0.14 0.03 -0.01
C 0.22 -0.02 -0.21
N -0.26 -0.11 0.50
H 0.03 -0.01 -0.04
H -0.02 -0.01 -0.02
H -0.03 0.01 0.00
H -0.04 0.00 0.01
H 0.04 0.01 -0.01
H 0.02 0.01 -0.01
H 0.06 -0.02 -0.02
H 0.04 -0.01 0.03


Record 2
ORCA calculation (ωB97M-V/def2-TZVPD) on 14 unconnected molecules or ions with the total composition C4H34NO16.

Values from the calculation:
total charge: -1
molar mass: 352.307 g/mol
largest force on an atom: 0.058 hartree/bohr
HOMO: -6.900 eV
energy above the lowest of the compared OMol25 structures with the same formula, charge and spin: 490.7 kJ/mol
LUMO energy: 2.47 eV
orbital gap: 9.4 eV

Positions of all 55 atoms, in Å:
1 C -2.33343 -1.99097 -2.05164
2 O -1.86638 -3.07618 -1.19496
3 C -1.36827 -0.83228 -1.84949
4 C -1.60193 0.03751 -0.53899
5 C -0.37781 0.95942 -0.26704
6 O -0.00357 0.97118 0.93020
7 O -0.03558 1.84522 -1.08661
8 N -1.41010 0.05662 -3.00034
9 H -2.42272 -2.21981 -3.10567
10 H -3.36749 -1.79335 -1.73206
11 H -1.73968 -2.80706 -0.27623
12 H -0.42962 -1.32920 -1.68568
13 H -1.76362 -0.63719 0.29234
14 H -2.59587 0.54628 -0.54140
15 H -2.33719 0.33195 -3.32185
16 H -0.96397 0.96063 -3.00465
17 H 2.10746 -1.68311 3.42707
18 H 3.25019 -1.76864 2.54337
19 O 2.63662 -2.38747 2.96103
20 H 1.33297 0.31462 4.30906
21 H 0.24222 -0.54410 4.33474
22 O 1.20076 -0.64810 4.45137
23 H -1.21334 1.12935 2.48339
24 H -2.12543 -0.02658 2.72460
25 O -2.00287 0.88848 3.00283
26 H 2.62112 -1.90720 -1.04357
27 H 1.05290 -2.23213 -0.66085
28 O 1.82709 -1.66898 -0.56413
29 H 0.74567 -0.63898 -4.08781
30 H 1.43156 0.82649 -2.17737
31 O 1.86626 1.55232 -2.64700
32 H 0.62729 -1.67483 1.22946
33 H 1.32185 -2.81556 1.89971
34 O 0.51830 -2.62780 1.34801
35 H -4.16884 -0.05968 0.70617
36 H -3.56137 -1.35576 0.17942
37 O -4.18244 -1.01687 0.82834
38 H 1.43102 -1.66444 -3.07998
39 H 1.00362 2.02540 -2.68219
40 O 1.57468 -1.00336 -3.76136
41 H 1.65817 3.88202 -1.02330
42 H 0.58974 3.50842 -0.10200
43 O 1.04060 4.30453 -0.41338
44 H 1.82819 0.92353 1.41634
45 H 2.72822 -0.20053 0.92044
46 O 2.54028 0.32045 1.71700
47 H 1.51490 1.80547 2.69135
48 H 0.44013 2.70029 3.27112
49 O 1.13884 2.09056 3.54252
50 H 3.12934 0.57350 -1.41764
51 H 3.42285 -0.55495 -2.36345
52 O 3.81509 -0.13502 -1.56791
53 H -2.36185 3.03879 0.58252
54 H -3.26750 3.05749 -0.70082
55 O -3.13703 2.64957 0.15693

Force components x, y, z for each atom (eV/Å):
C -0.12 0.11 2.34
O -0.29 -0.33 -1.46
C -1.50 2.40 0.96
C -0.06 -1.51 -1.13
C -2.19 1.65 1.03
O 0.66 -0.43 0.51
O -0.64 -0.97 -0.19
N -0.16 -0.11 -2.09
H 0.59 -0.84 -0.09
H 0.08 0.48 -0.15
H 0.00 0.33 -0.17
H 0.77 0.15 -0.61
H 0.76 -0.22 0.52
H 1.21 0.33 -0.64
H -0.14 -0.82 0.41
H 0.71 -0.21 1.12
H -0.11 -0.78 0.13
H 0.24 -0.42 -0.31
O 0.16 0.98 0.39
H 0.90 -0.26 0.02
H -0.15 -0.99 0.03
O -0.98 1.42 0.07
H -0.12 -0.13 -0.06
H -0.24 0.01 0.04
O 0.36 -0.06 -0.05
H -0.14 -0.36 -0.17
H 0.62 -0.75 0.11
O -0.09 1.18 -0.24
H -0.33 -0.23 0.47
H 0.63 -0.50 -0.02
O -1.10 0.40 -0.43
H -0.13 0.06 0.13
H -0.47 0.06 -0.38
O -0.36 -0.17 0.57
H 0.08 -0.02 0.11
H -0.08 0.01 0.01
O -0.32 -0.03 0.15
H -0.66 0.09 -0.10
H 1.08 0.52 -0.03
O 0.90 -0.25 -0.32
H 0.07 0.20 -0.07
H -0.24 -0.12 -0.09
O 0.27 0.00 0.08
H 0.02 -0.87 -0.47
H -0.15 0.10 0.06
O 0.24 0.34 -0.25
H -0.11 0.22 0.72
H 0.05 -0.15 0.22
O 0.06 0.20 -0.45
H 1.27 -0.71 -0.15
H 0.49 0.52 0.30
O -1.16 0.38 -0.40
H -0.12 -0.03 -0.38
H 0.39 0.25 0.01
O -0.41 -0.12 0.41